Entry 1:
9
Properties=species:S:1:pos:R:3:forces:R:3 method="wB97M-V/def2-TZVPD" orbital_gap_ev=9.906 homo_energy_ev=-9.98 e_above_lowest_kcal_mol=40.4 total_charge=0 max_force_ha_per_bohr=0.106
H 0.628 1.395 1.747 0.508 1.155 0.938
N 0.241 0.941 0.962 -0.722 -0.079 0.658
C 1.040 0.360 0.257 -1.803 -3.370 -3.867
I 3.145 0.425 0.067 -0.876 -0.270 -0.042
O 0.274 -0.666 -0.819 3.912 2.628 2.100
C -1.103 -0.677 -0.569 0.450 1.430 -3.141
H -1.252 -0.805 0.435 -1.019 -1.881 2.448
H -1.454 -1.306 -1.437 -0.308 0.215 1.662
H -1.519 0.332 -0.643 -0.142 0.171 -0.756

Entry 2:
9
Properties=species:S:1:pos:R:3:forces:R:3 method="wB97M-V/def2-TZVPD" orbital_gap_ev="8.065 / 6.642" homo_energy_ev="-7.86 / -7.56" e_above_lowest_kcal_mol=84.7 total_charge=0 max_force_ha_per_bohr=0.072
C 1.026 -0.169 -0.368 -1.631 -0.097 1.755
C -1.227 -0.009 0.903 2.510 -0.554 0.301
N 1.941 -0.839 0.007 -1.933 0.454 1.745
O -1.364 1.213 0.388 -0.386 -0.034 0.699
I 0.689 0.951 -2.205 -0.176 0.433 -0.936
H -0.748 -0.213 1.947 -1.152 1.087 -2.017
H -1.700 -0.857 0.413 0.037 0.171 -0.026
H 2.591 -1.300 -0.501 2.916 -1.324 -1.868
H -1.208 1.223 -0.586 -0.184 -0.137 0.348

Entry 3:
10
Properties=species:S:1:pos:R:3:forces:R:3 method="wB97M-V/def2-TZVPD" orbital_gap_ev="6.467 / 9.236" homo_energy_ev="-8.55 / -9.99" e_above_lowest_kcal_mol=156.9 total_charge=0 max_force_ha_per_bohr=0.043
C -0.804 -0.309 -1.062 0.409 -1.969 -0.291
C 1.146 -0.026 1.041 -0.352 -1.554 0.646
N -1.384 0.478 -0.055 0.497 0.680 0.272
O -2.116 -0.078 0.745 -0.578 -0.673 -0.026
O -1.056 1.646 0.076 0.109 0.930 -0.652
I 2.780 0.157 -0.092 0.942 0.363 -0.636
H -0.061 -0.031 -1.860 -1.167 0.356 1.384
H -1.182 -1.347 -0.942 0.514 0.906 -0.469
H 0.554 0.891 1.221 0.434 -1.039 0.256
H 1.207 -1.032 1.581 -0.808 2.000 -0.483

Entry 4:
9
Properties=species:S:1:pos:R:3:forces:R:3 method="wB97M-V/def2-TZVPD" orbital_gap_ev="7.058 / 7.061" homo_energy_ev="-8.32 / -8.32" e_above_lowest_kcal_mol=90.1 total_charge=0 max_force_ha_per_bohr=0.094
C 1.178 0.802 0.827 3.195 0.616 -3.367
C 1.471 -0.071 -0.138 -4.301 -0.692 2.100
N -1.648 -1.103 -0.716 -1.351 1.923 -1.828
S -0.367 -1.605 0.039 3.729 0.516 0.822
I -3.282 0.332 0.174 0.996 -0.524 -0.269
H 1.622 1.797 0.957 0.297 -0.377 -0.295
H 0.495 0.574 1.520 -2.581 -0.916 2.566
H 1.928 -0.158 -1.084 0.727 0.084 -0.576
H -1.396 -0.568 -1.579 -0.710 -0.630 0.847

Entry 5:
10
Properties=species:S:1:pos:R:3:forces:R:3 method="wB97M-V/def2-TZVPD" orbital_gap_ev=7.164 homo_energy_ev=-8.78 e_above_lowest_kcal_mol=17.9 total_charge=0 max_force_ha_per_bohr=0.073 smiles="C/C=P/OSI"
C 0.202 -1.828 -0.008 -1.705 0.840 -1.480
C 0.036 -0.308 0.227 1.540 -0.420 -1.463
P -1.099 0.441 1.156 0.229 -1.151 -0.214
O -0.724 1.974 1.227 1.474 3.176 -1.292
S 0.491 3.119 0.101 -1.647 -1.933 1.807
I -0.260 2.759 -2.059 -0.126 -0.036 -0.199
H 1.150 -2.210 0.384 -0.646 -0.072 0.829
H 0.289 -2.200 -1.116 -0.628 1.204 1.743
H -0.821 -2.108 0.403 1.744 -1.255 -0.223
H 0.736 0.361 -0.314 -0.235 -0.352 0.492

Entry 6:
10
Properties=species:S:1:pos:R:3:forces:R:3 method="wB97M-V/def2-TZVPD" orbital_gap_ev="7.819 / 7.710" homo_energy_ev="-12.61 / -12.25" e_above_lowest_kcal_mol=169.3 total_charge=+1 max_force_ha_per_bohr=0.093
H -0.164 -0.681 1.362 -0.744 0.198 -2.157
O -0.284 0.258 0.540 1.857 2.773 1.211
C -1.035 1.238 -0.148 -3.542 -3.205 -0.263
K 1.151 3.192 1.364 -0.115 -0.282 -0.082
H -1.910 0.608 -0.373 -1.413 0.908 1.209
H -1.165 1.669 -1.154 2.758 0.493 -0.335
O 1.785 -1.030 0.470 -0.130 -0.623 0.104
C 0.634 -1.231 0.193 2.219 0.184 0.616
O 0.151 -1.760 -0.893 -1.063 -0.528 -0.281
H 0.836 -2.263 -1.361 0.174 0.083 -0.024

Entry 7:
10
Properties=species:S:1:pos:R:3:forces:R:3 method="wB97M-V/def2-TZVPD" orbital_gap_ev=6.057 homo_energy_ev=-15.73 e_above_lowest_kcal_mol=0.0 total_charge=+2 max_force_ha_per_bohr=0.088
O 2.510 0.452 0.358 -3.169 1.371 2.165
C 0.769 -2.165 -0.259 -1.317 0.547 0.426
C -0.486 -1.830 0.142 1.527 -1.304 -0.714
O -0.741 -1.068 1.244 -0.041 2.360 1.418
H 3.288 -0.038 0.623 0.559 -0.193 -0.177
H 1.577 -2.203 0.480 0.027 0.705 -0.584
H 0.926 -2.398 -1.312 0.051 -0.810 0.552
H -1.336 -2.414 -0.237 -0.077 0.909 -0.604
Li -2.594 -0.779 1.391 -0.070 -0.723 -0.043
La 0.649 1.024 1.519 2.510 -2.860 -2.438

Entry 8:
8
Properties=species:S:1:pos:R:3:forces:R:3 method="wB97M-V/def2-TZVPD" orbital_gap_ev=6.300 homo_energy_ev=-12.62 total_charge=+1 max_force_ha_per_bohr=0.053
C 0.161 -0.805 0.216 0.969 0.989 -1.291
C -1.079 -0.238 0.666 -2.582 -0.536 0.705
O -2.218 -0.607 0.365 1.946 0.827 -0.026
La 1.605 0.934 -1.147 0.364 -1.328 0.255
H 0.021 -1.580 -0.552 0.035 -0.198 0.306
H 0.840 -1.106 1.027 -0.080 0.135 -0.132
H 1.642 2.800 -1.970 -0.592 0.214 0.210
H -0.973 0.603 1.395 -0.059 -0.105 -0.026

Entry 9:
7
Properties=species:S:1:pos:R:3:forces:R:3 method="wB97M-V/def2-TZVPD" orbital_gap_ev=11.260 homo_energy_ev=-16.13 e_above_lowest_kcal_mol=33.0 total_charge=+1 max_force_ha_per_bohr=0.111 smiles=C#C[NH3+]
C 1.736 -0.028 -0.040 -5.399 -0.717 0.576
C 0.485 0.047 0.015 5.604 -0.866 -0.687
N -0.921 0.104 0.016 -2.119 -0.171 -3.402
H 2.746 -0.447 0.044 -0.610 0.859 -0.206
H -1.496 -0.822 -0.062 1.844 1.211 -0.070
H -1.345 0.710 -0.889 1.337 -1.424 3.124
H -1.207 0.436 0.917 -0.657 1.107 0.665

Entry 10:
8
Properties=species:S:1:pos:R:3:forces:R:3 method="wB97M-V/def2-TZVPD" orbital_gap_ev=9.034 homo_energy_ev=-8.07 e_above_lowest_kcal_mol=110.1 total_charge=0 max_force_ha_per_bohr=0.037
C 0.007 1.926 0.801 -0.143 -0.125 -0.332
C -0.006 1.725 -0.376 0.174 0.059 0.359
N -0.021 -1.749 -0.772 0.959 0.155 1.665
N -0.609 -1.828 -1.804 -0.700 0.009 -1.257
H -0.041 2.099 1.836 0.034 0.113 0.561
H 0.092 -0.852 -0.225 -0.050 -0.438 -0.227
H 0.042 1.559 -1.412 -0.085 -0.118 -0.632
H 0.448 -2.571 -0.307 -0.189 0.345 -0.138

Entry 11:
8
Properties=species:S:1:pos:R:3:forces:R:3 method="wB97M-V/def2-TZVPD" orbital_gap_ev=10.066 homo_energy_ev=-9.85 e_above_lowest_kcal_mol=157.4 total_charge=0 max_force_ha_per_bohr=0.111
C -0.791 0.414 0.118 2.345 -0.802 2.849
C 0.089 -0.598 -0.368 0.492 -3.525 -4.457
N 1.192 -0.280 0.384 3.428 -0.059 3.169
N 0.548 0.731 -0.371 -0.071 2.091 -1.483
H -1.510 0.623 -0.496 -4.398 1.845 -3.174
H -0.884 0.494 1.178 -0.569 0.015 0.676
H 0.249 -1.361 -1.883 -0.675 1.752 4.380
H 1.108 -0.023 1.439 -0.552 -1.317 -1.959

Entry 12:
9
Properties=species:S:1:pos:R:3:forces:R:3 method="wB97M-V/def2-TZVPD" orbital_gap_ev=8.233 homo_energy_ev=-7.59 e_above_lowest_kcal_mol=142.1 total_charge=0 max_force_ha_per_bohr=0.102
C 1.107 1.193 -0.099 3.517 3.547 -1.617
C -1.157 0.328 0.428 3.205 0.938 2.876
N 1.138 0.006 0.304 -2.187 -1.527 -0.839
N -0.143 -0.599 0.227 -3.470 -1.165 -0.755
O -2.330 0.115 0.002 -0.979 1.301 0.675
H 2.227 1.509 -0.171 -1.314 -0.161 0.556
H 1.880 -0.641 0.411 0.801 -0.654 0.521
H -0.317 -1.297 -0.552 1.044 0.763 0.859
H -2.405 -0.614 -0.548 -0.617 -3.042 -2.277